# 1
{"formula": "C21H36F18Li2O18P3", "method": "ωB97M-V with the def2-TZVPD basis set", "species": ["Li", "Li", "P", "F", "F", "F", "F", "F", "F", "P", "F", "F", "F", "F", "F", "F", "P", "F", "F", "F", "F", "F", "F", "C", "C", "O", "C", "O", "O", "H", "H", "H", "H", "C", "C", "O", "C", "O", "O", "H", "H", "H", "H", "C", "C", "O", "C", "O", "O", "H", "H", "H", "H", "C", "C", "O", "C", "O", "O", "C", "H", "H", "H", "H", "H", "H", "H", "H", "C", "C", "O", "C", "O", "O", "C", "H", "H", "H", "H", "H", "H", "H", "H", "C", "C", "O", "C", "O", "O", "C", "H", "H", "H", "H", "H", "H", "H", "H"], "xyz": [[18.424, 10.990, -3.747], [18.196, 1.714, -5.663], [17.514, 6.470, -6.381], [18.998, 6.924, -6.639], [18.020, 5.270, -5.366], [17.366, 7.540, -5.099], [16.059, 5.907, -6.098], [17.055, 7.648, -7.371], [17.706, 5.254, -7.508], [15.943, 12.998, -1.348], [16.643, 11.666, -0.775], [17.192, 13.536, -2.214], [15.449, 12.118, -2.655], [15.145, 14.318, -1.787], [14.605, 12.459, -0.584], [16.528, 13.863, -0.094], [16.548, 0.034, -2.221], [15.437, -1.171, -2.313], [17.483, -0.496, -3.509], [15.851, 1.052, -3.244], [17.612, 1.302, -2.115], [15.620, 0.751, -1.062], [17.332, -0.854, -1.113], [22.211, 9.380, -11.970], [20.812, 9.673, -11.553], [20.261, 10.362, -12.677], [20.936, 10.181, -13.746], [20.576, 10.481, -14.895], [22.080, 9.669, -13.426], [22.585, 8.378, -11.761], [22.814, 10.080, -11.391], [20.810, 10.240, -10.622], [20.282, 8.747, -11.333], [21.496, 2.745, -13.518], [20.209, 2.082, -12.963], [19.212, 2.867, -13.415], [19.597, 3.992, -13.980], [18.930, 4.931, -14.268], [20.990, 3.981, -14.046], [21.927, 2.028, -14.216], [22.272, 2.705, -12.754], [20.310, 2.316, -11.904], [20.100, 1.055, -13.310], [10.355, 8.021, -6.282], [11.466, 9.070, -6.436], [11.258, 9.518, -7.774], [10.240, 8.866, -8.328], [9.817, 9.107, -9.440], [9.805, 7.897, -7.577], [9.569, 8.414, -5.637], [10.627, 7.023, -5.937], [12.406, 8.531, -6.321], [11.369, 9.926, -5.768], [25.498, 7.679, -3.540], [24.112, 8.130, -3.660], [24.328, 9.522, -3.655], [23.471, 10.338, -3.109], [22.303, 10.130, -2.855], [24.082, 11.499, -3.013], [23.563, 12.425, -2.101], [25.453, 6.599, -3.399], [25.986, 8.064, -2.645], [26.017, 7.956, -4.458], [23.449, 7.746, -2.884], [23.776, 7.780, -4.636], [23.802, 13.435, -2.433], [23.998, 12.321, -1.106], [22.481, 12.457, -1.972], [23.026, 14.881, -8.570], [21.930, 14.395, -7.591], [20.660, 14.626, -8.188], [19.667, 13.865, -7.828], [19.641, 12.883, -7.074], [18.614, 14.274, -8.546], [17.323, 13.690, -8.590], [23.187, 14.277, -9.463], [23.964, 14.986, -8.026], [22.804, 15.904, -8.873], [22.106, 14.856, -6.619], [22.091, 13.327, -7.442], [17.174, 12.809, -7.966], [16.982, 13.529, -9.613], [16.693, 14.413, -8.071], [11.840, 0.766, -9.054], [13.305, 0.750, -8.650], [13.824, -0.485, -9.026], [15.127, -0.723, -8.801], [15.959, 0.109, -8.537], [15.364, -2.052, -9.089], [16.716, -2.569, -8.996], [11.208, -0.059, -8.726], [11.826, 0.876, -10.139], [11.506, 1.723, -8.653], [13.465, 0.884, -7.580], [13.871, 1.614, -8.999], [16.943, -2.660, -7.934], [17.378, -1.886, -9.529], [16.770, -3.547, -9.473]], "gap_ev": 9.054, "lumo_energy_ev": -0.116, "total_charge": -1}


# 2
{"formula": "C21H36FN4O6PS2", "method": "ωB97M-V with the def2-TZVPD basis set", "species": ["C", "C", "O", "N", "C", "C", "C", "C", "F", "O", "C", "S", "C", "C", "N", "C", "N", "C", "O", "C", "C", "C", "C", "C", "C", "P", "C", "O", "S", "C", "O", "O", "H", "H", "H", "H", "H", "H", "H", "H", "H", "H", "H", "H", "H", "H", "H", "H", "H", "H", "H", "H", "H", "H", "H", "H", "H", "H", "H", "H", "H", "H", "H", "H", "H", "C", "C", "N", "H", "H", "H"], "xyz": [[2.863, -3.016, 2.190], [2.244, -2.500, 0.907], [1.813, -3.290, 0.112], [2.135, -1.124, 0.721], [3.130, -0.279, 1.363], [0.817, -0.562, 0.419], [-0.372, -1.439, 0.765], [-0.369, -2.155, 2.119], [-0.341, -3.525, 1.942], [0.784, 0.722, 1.014], [-0.147, 1.024, 2.016], [0.675, 2.335, 3.056], [-1.457, 1.611, 1.472], [-1.267, 3.001, 0.823], [-2.224, 3.224, -0.298], [0.733, -0.216, -1.188], [-0.660, 0.124, -1.454], [-1.357, -0.391, -2.601], [-2.633, 0.282, -2.622], [-3.702, -0.539, -2.360], [-4.504, -0.965, -3.414], [-5.618, -1.765, -3.175], [-5.964, -2.147, -1.880], [-5.147, -1.732, -0.831], [-4.034, -0.929, -1.068], [1.620, 1.478, -1.572], [3.299, 1.157, -2.197], [0.827, 2.040, -2.903], [1.493, -1.400, -2.307], [0.623, -2.951, -2.467], [1.418, -0.764, -3.613], [2.859, -1.693, -1.961], [3.914, -2.746, 2.248], [2.810, -4.096, 2.188], [2.388, -2.595, 3.070], [3.381, 0.590, 0.768], [2.879, 0.027, 2.377], [4.052, -0.844, 1.439], [-0.456, -2.215, 0.012], [-1.307, -0.909, 0.707], [-1.289, -1.946, 2.662], [0.448, -1.843, 2.764], [-0.340, 0.263, 2.769], [1.900, 2.383, 2.518], [-2.146, 1.720, 2.305], [-1.854, 0.987, 0.679], [-0.280, 3.078, 0.381], [-1.450, 3.791, 1.539], [-3.013, 2.597, -0.254], [-1.747, 3.128, -1.183], [-0.865, 1.101, -1.291], [-1.569, -1.451, -2.485], [-0.902, -0.175, -3.564], [-4.282, -0.670, -4.428], [-6.259, -2.087, -3.981], [-6.839, -2.746, -1.695], [-5.416, -2.024, 0.172], [-3.434, -0.609, -0.227], [3.831, 0.459, -1.561], [3.346, 0.810, -3.227], [3.832, 2.105, -2.145], [1.368, 1.881, -3.689], [1.358, -3.737, -2.569], [0.059, -2.892, -3.393], [-0.059, -3.182, -1.658], [3.229, 4.999, 4.980], [3.747, 4.133, 3.929], [4.137, 3.448, 3.103], [3.358, 6.041, 4.696], [2.170, 4.798, 5.130], [3.764, 4.812, 5.908]], "gap_ev": 8.836, "lumo_energy_ev": 0.435, "relative_energy_kcal_mol": 0.0, "smiles": "CC(=O)N(C)[C@@](CCF)(O[C@@H](S)CCN)[C@@](NCOc1ccccc1)(P(C)O)S(C)(=O)=O.CC#N"}


# 3
{"formula": "C21H36MgP2", "method": "ωB97M-V with the def2-TZVPD basis set", "species": ["P", "P", "C", "C", "H", "H", "H", "H", "C", "H", "H", "H", "C", "H", "H", "H", "C", "H", "H", "H", "C", "H", "H", "H", "Mg", "C", "C", "C", "C", "C", "C", "C", "C", "C", "H", "H", "H", "H", "H", "H", "H", "H", "H", "H", "H", "H", "H", "H", "H", "C", "C", "C", "C", "C", "C", "H", "H", "H", "H", "H"], "xyz": [[2.453, 0.592, -0.408], [-1.195, 2.276, -0.436], [1.721, 2.261, -0.711], [0.501, 2.769, 0.074], [1.591, 2.388, -1.807], [2.582, 2.892, -0.423], [0.623, 2.626, 1.170], [0.502, 3.864, -0.087], [-1.542, 3.207, -1.974], [-2.569, 2.985, -2.309], [-0.849, 2.885, -2.764], [-1.412, 4.282, -1.806], [-2.394, 2.819, 0.797], [-2.729, 3.837, 0.517], [-1.974, 2.877, 1.815], [-3.292, 2.179, 0.818], [4.043, 0.858, -1.293], [4.702, -0.011, -1.137], [4.518, 1.749, -0.869], [3.951, 1.009, -2.377], [2.932, 0.374, 1.298], [2.195, 0.833, 1.985], [3.899, 0.890, 1.425], [3.074, -0.694, 1.541], [0.254, -0.628, 3.219], [-1.718, 0.660, -1.214], [-0.740, -0.067, -2.201], [0.182, 0.590, -3.249], [1.563, -0.058, -3.071], [1.647, -0.591, -1.602], [0.184, -0.935, -1.316], [-0.207, -0.610, 0.121], [-1.691, -0.340, -0.027], [1.744, -2.032, 3.618], [-2.747, 0.749, -1.562], [-1.362, -0.834, -2.705], [0.235, 1.692, -3.252], [-0.152, 0.352, -4.281], [1.552, -0.942, -3.727], [2.399, 0.597, -3.348], [2.253, -1.524, -1.535], [-0.021, -2.000, -1.539], [0.283, 0.353, 0.387], [0.059, -1.325, 0.916], [-2.184, -1.284, -0.278], [-2.149, -0.020, 0.909], [1.197, -2.338, 4.542], [2.759, -1.699, 3.871], [1.773, -2.895, 2.946], [-3.206, -3.591, 1.192], [-1.847, -3.685, 0.876], [-0.902, -3.180, 1.817], [-1.351, -2.263, 2.757], [-2.656, -2.294, 3.202], [-3.589, -2.997, 2.391], [-3.944, -4.053, 0.511], [-1.491, -4.192, -0.030], [0.142, -3.474, 1.748], [-2.966, -1.812, 4.139], [-4.637, -3.077, 2.737]], "gap_ev": [3.022, 3.027], "lumo_energy_ev": [-0.146, -0.152]}


Q: Which E_tot values were calculated for the entries above? A: -136425.2788, -74280.2324, -46374.8070, in eV.